Entry 1:
Formula: C4H12
Source: the OMol25 dataset
Level of theory: ωB97M-V/def2-TZVPD

Last column: Löwdin spin population.
Element x y z (Å)
C  1.458  -0.166  -1.124  0.132
C  2.403  -0.023  0.079  0.268
C  -1.762  0.446  1.179  0.195
C  -2.093  -0.230  -0.152  0.083
H  1.898  0.187  1.028  0.050
H  -1.214  -0.445  -0.740  0.006
H  -2.483  -1.222  0.038  0.016
H  2.025  -0.487  -2.004  0.019
H  -2.694  0.437  -0.766  0.012
H  -0.722  0.731  1.348  0.037
H  0.613  -0.853  -1.064  0.016
H  3.191  0.681  -0.175  0.036
H  2.818  -1.007  0.302  0.041
H  -1.997  -0.152  2.069  0.035
H  -2.400  1.302  1.455  0.023
H  0.911  0.764  -1.295  0.029

Computed properties:
**⟨S²⟩**: 0.7503
**Energy relative to the best compared isomer or geometry (same formula, charge and spin)**: 57.3 kJ/mol
**LUMO energy (spin up / spin down)**: 4.41 / 4.38 eV
**Calculated total energy**: -4340.4425 eV
**Spin multiplicity**: 2
**Charge**: -1

=====

Entry 2:
Formula: C27H20AlN5O6S2
Source: the OMol25 dataset
Level of theory: ωB97M-V/def2-TZVPD

Last column: natural (NBO) charge in e.
Element x y z (Å)
S  1.942  -0.315  -4.789  0.391
S  1.890  -3.206  -4.136  0.365
Al  1.203  0.063  -1.123  2.053
O  -0.741  3.315  -0.349  -0.575
O  -1.028  0.143  1.127  -0.721
O  0.254  -2.190  2.303  -0.679
O  0.139  1.343  -0.809  -0.933
O  2.697  0.818  -1.605  -0.727
O  1.317  -1.271  0.019  -0.877
N  2.966  5.271  -3.057  -0.250
N  0.803  -2.553  -1.798  -0.390
N  1.052  -1.353  -2.480  -0.545
N  3.039  2.079  -1.874  0.071
N  0.305  1.944  -4.027  -0.272
C  -0.568  2.164  -0.053  0.819
C  1.556  -1.560  -3.660  -0.028
C  -3.179  2.747  2.254  -0.218
C  2.705  4.170  -2.861  0.255
C  2.307  2.811  -2.641  -0.068
C  -2.632  1.923  1.281  0.038
C  0.937  -2.420  -0.518  0.564
C  -0.392  1.287  3.623  -0.201
C  2.971  -2.708  -5.519  -0.541
C  0.312  -3.395  1.700  0.349
C  -0.035  -4.514  2.457  -0.278
C  1.152  2.377  -3.381  0.253
C  -3.454  1.384  0.293  -0.218
C  0.283  1.704  4.759  -0.206
C  -5.364  2.433  1.298  -0.197
C  -4.545  2.995  2.264  -0.211
C  0.019  -5.778  1.909  -0.161
C  1.008  2.887  4.741  -0.209
C  0.713  -4.859  -0.187  -0.144
C  -0.365  2.052  2.459  -0.063
C  -4.815  1.635  0.304  -0.212
C  0.668  -3.569  0.353  -0.169
C  0.407  -5.958  0.584  -0.261
C  1.060  3.641  3.581  -0.220
C  -1.151  1.557  1.246  0.078
C  2.384  -1.463  -6.138  -0.525
C  0.368  3.234  2.448  -0.160
H  1.639  4.555  3.558  0.217
H  0.239  1.109  5.662  0.216
H  1.479  -1.689  -6.700  0.230
H  0.459  -6.951  0.158  0.217
H  0.398  3.847  1.558  0.232
H  -0.937  0.353  3.653  0.211
H  -0.339  -4.356  3.484  0.226
H  -6.431  2.615  1.318  0.213
H  1.534  3.214  5.628  0.215
H  -4.966  3.635  3.028  0.215
H  3.095  -0.947  -6.781  0.245
H  -5.446  1.214  -0.468  0.215
H  0.578  -1.500  1.699  0.522
H  1.001  -4.963  -1.223  0.228
H  -2.539  3.190  3.005  0.225
H  -3.020  0.764  -0.482  0.220
H  -1.667  -0.270  1.721  0.490
H  3.959  -2.517  -5.103  0.228
H  3.018  -3.533  -6.228  0.243
H  -0.243  -6.636  2.515  0.216

Computed properties:
**Energy relative to the best compared isomer or geometry (same formula, charge and spin)**: 0.0 kJ/mol
**LUMO energy**: -0.48 eV
**Calculated total energy**: -76329.1427 eV

=====

Entry 3:
Formula: C13H6Cl2F3O3
Source: the OMol25 dataset
Level of theory: ωB97M-V/def2-TZVPD

Last column: natural (NBO) charge in e.
Element x y z (Å)
Cl  -2.929  -0.099  -2.902  -0.045
Cl  3.242  0.812  -2.938  0.005
F  -0.902  1.054  4.711  -0.337
F  1.268  1.234  4.341  -0.344
F  0.437  -0.635  5.160  -0.338
O  -0.615  -1.525  -0.866  -0.518
O  1.751  -1.790  -2.775  -0.519
O  -1.502  2.512  -3.035  -0.675
C  1.067  -0.765  -2.575  0.522
C  0.269  0.774  1.844  -0.146
C  0.083  0.385  0.518  -0.329
C  -0.015  -0.107  2.856  -0.230
C  1.544  0.608  -2.832  -0.180
C  -0.709  -1.809  1.392  -0.280
C  -0.422  -0.933  -2.204  -0.048
C  -0.519  -1.364  2.673  -0.172
C  0.192  0.372  4.266  0.986
C  0.693  1.646  -3.007  -0.155
C  -1.276  0.190  -2.547  -0.364
C  -0.780  1.510  -2.903  0.374
C  -0.429  -0.915  0.299  0.446
H  -0.737  -1.971  3.531  0.218
H  -1.030  -2.819  1.179  0.222
H  -0.797  -1.795  -2.783  0.216
H  0.657  1.761  2.071  0.224
H  0.357  1.028  -0.308  0.240
H  1.103  2.641  -3.166  0.224

Computed properties:
**SMILES string**: O=C1C(Cl)=CC([O-])=C(Cl)[C@@H]1Oc1ccc(C(F)(F)F)cc1
**LUMO energy**: 2.31 eV
**Calculated total energy**: -52919.0553 eV
**Charge**: -1

=====

Entry 4:
Formula: C56H29BaBrCl2N12O2
Source: the OMol25 dataset
Level of theory: ωB97M-V/def2-TZVPD

Last column: Mulliken charge in e.
Element x y z (Å)
Ba  0.211  -0.600  -0.555  2.779
Br  -1.539  4.759  8.356  -0.235
Cl  3.444  0.897  -4.622  -0.286
Cl  -0.817  1.872  -7.759  -0.334
O  -1.230  0.883  0.777  -0.250
O  1.417  0.237  -2.556  -0.386
N  -2.202  -3.499  -1.491  -0.563
N  -1.452  -2.354  0.505  -0.041
N  2.325  -2.743  -2.743  -0.522
N  -1.318  0.384  -2.831  1.078
N  0.418  2.464  -0.685  0.590
N  -1.578  6.930  2.672  -0.848
N  0.054  -2.780  -1.916  -0.162
N  -1.308  6.336  1.605  -0.308
N  0.985  -1.258  1.860  0.016
N  3.360  -0.994  1.562  -0.657
N  2.473  -1.822  -0.515  -0.692
N  -1.126  -1.876  2.863  -0.460
C  -0.887  -4.154  -3.481  0.003
C  -3.915  -3.293  3.025  -0.108
C  -4.572  -4.244  0.445  -0.154
C  -2.615  0.495  -2.949  -0.631
C  1.147  3.235  -1.451  -0.568
C  0.543  -1.399  5.482  -0.081
C  1.000  -4.540  -4.958  -0.089
C  6.002  -0.953  -0.173  -0.025
C  0.182  -5.353  -5.728  -0.599
C  6.980  -1.095  -1.149  -0.581
C  1.539  -1.226  6.433  -0.620
C  2.950  -2.155  -1.733  0.130
C  4.709  -1.331  -0.492  -0.030
C  3.215  -0.885  4.715  -0.047
C  -1.153  -5.572  -5.372  -0.561
C  -0.412  3.035  0.221  -0.336
C  3.443  -1.330  0.279  0.144
C  5.370  -1.989  -2.727  0.009
C  -1.251  2.115  1.007  -0.412
C  -1.577  5.366  6.554  0.145
C  1.169  1.314  -6.018  -0.598
C  -2.082  2.717  1.992  -0.983
C  -2.599  6.661  4.830  -0.312
C  -2.333  -3.062  -0.227  -0.575
C  -1.820  -2.308  1.800  -0.254
C  -0.182  1.382  -6.198  0.804
C  -2.077  4.075  2.218  -0.227
C  -3.102  -3.008  1.933  0.042
C  0.305  5.232  -0.437  -0.470
C  -0.578  4.968  5.678  -0.632
C  -1.619  6.256  3.927  0.049
C  -5.388  -4.512  1.532  -0.552
C  0.934  0.577  -3.670  -0.764
C  -0.518  0.673  -3.890  -0.527
C  6.667  -1.605  -2.411  -0.682
C  1.709  0.935  -4.789  0.976
C  -1.105  -3.410  -2.226  -0.453
C  -1.288  4.958  1.478  -0.252
C  -1.699  -4.980  -4.243  -0.097
C  0.892  -1.295  4.144  0.036
C  2.230  -1.058  2.290  -0.557
C  4.398  -1.846  -1.753  0.131
C  -3.247  0.889  -4.143  -1.024
C  2.861  -0.970  6.054  -0.564
C  -0.602  5.408  4.366  0.245
C  -2.472  1.171  -5.230  -0.924
C  -0.483  4.426  0.417  1.421
C  -3.428  -3.481  0.653  0.283
C  0.452  -3.941  -3.833  0.140
C  1.102  4.640  -1.376  -1.126
C  2.217  -1.044  3.766  0.086
C  1.024  -3.069  -2.789  -0.346
C  0.127  -1.458  2.893  -0.433
C  -5.061  -4.040  2.812  -0.597
C  -1.065  1.077  -5.134  0.032
C  -2.594  6.208  6.140  -0.495
H  2.037  -4.364  -5.215  0.546
H  -4.807  -4.614  -0.545  0.528
H  -4.326  0.962  -4.184  0.396
H  -3.202  0.259  -2.066  0.468
H  -3.645  -2.934  4.010  0.539
H  0.168  5.081  3.679  0.378
H  -3.365  6.516  6.833  0.390
H  0.257  6.308  -0.330  0.462
H  1.293  -1.290  7.486  0.383
H  -2.729  -5.150  -3.955  0.532
H  1.838  1.559  -6.833  0.436
H  1.804  2.731  -2.154  0.614
H  1.707  5.232  -2.051  0.401
H  0.580  -5.829  -6.617  0.386
H  8.001  -0.803  -0.933  0.379
H  -1.766  -6.217  -5.992  0.374
H  0.208  4.307  6.016  0.423
H  5.110  -2.377  -3.703  0.548
H  -2.751  4.475  2.968  0.363
H  4.236  -0.697  4.407  0.533
H  3.617  -0.840  6.820  0.376
H  7.451  -1.697  -3.154  0.385
H  -2.741  2.062  2.549  0.473
H  -5.714  -4.273  3.645  0.384
H  6.229  -0.557  0.809  0.528
H  -6.289  -5.099  1.398  0.375
H  -3.369  7.340  4.487  0.362
H  -2.914  1.472  -6.170  0.389
H  -0.482  -1.606  5.764  0.539

Computed properties:
**Energy relative to the best compared isomer or geometry (same formula, charge and spin)**: 31.9 kJ/mol
**LUMO energy (spin up / spin down)**: 3.32 / 3.33 eV
**Calculated total energy**: -176307.3125 eV
**Charge**: -2